[1]
{"formula": "C35H40Cl2NO14PS", "method": "wB97M-V/def2-TZVPD", "molar_mass_g_mol": 832.64, "e_tot_ha": -4125.21775, "smiles": "CCC[C@@H](C)c1c2c(c(P(O)O)c(OC[C@H](C)O)c1/C(Cl)=C(/C)Cl)C(=O)c1c(ON=O)c(CC=O)c(O)c(S)c1C2=O.O=C1CCCO1.O=C1CCCO1", "lumo_energy_ev": -1.0, "fmax_ha_per_bohr": 0.0973, "species": ["C", "C", "C", "C", "C", "C", "C", "C", "Cl", "C", "C", "Cl", "C", "O", "C", "C", "C", "O", "C", "P", "O", "O", "C", "C", "C", "O", "C", "C", "S", "C", "O", "C", "C", "C", "O", "C", "O", "N", "O", "C", "C", "O", "H", "H", "H", "H", "H", "H", "H", "H", "H", "H", "H", "H", "H", "H", "H", "H", "H", "H", "H", "H", "H", "H", "H", "H", "H", "H", "H", "H", "O", "C", "O", "C", "C", "C", "H", "H", "H", "H", "H", "H", "O", "C", "O", "C", "C", "C", "H", "H", "H", "H", "H", "H"], "coordinates": [[-1.6673, -0.7814, -6.5695], [-2.5973, 0.4184, -6.0261], [-2.9264, 0.3111, -4.4439], [-1.6612, 0.7298, -3.5412], [-1.4578, 2.3531, -3.4664], [-1.7350, 0.2282, -2.0276], [-3.0074, 0.4347, -1.1158], [-4.3357, 1.1759, -1.6294], [-5.7053, 0.3180, -2.4598], [-4.4083, 2.5840, -1.3732], [-5.7268, 3.3816, -1.8281], [-3.1095, 3.5448, -0.5420], [-3.0588, -0.0428, 0.3823], [-4.2397, 0.1842, 1.1510], [-4.9692, -1.0734, 1.2163], [-6.5574, -0.8637, 1.4391], [-6.9254, 0.3910, 2.3708], [-7.0422, -2.0775, 2.1131], [-1.8415, -0.7410, 1.0705], [-1.8524, -1.3327, 2.8864], [-0.3773, -0.7594, 3.5832], [-3.0903, -0.5351, 3.7871], [-0.5694, -0.9308, 0.1827], [-0.5284, -0.4717, -1.3274], [0.8619, -0.7810, -2.0921], [0.9360, -1.2577, -3.2480], [2.1782, -0.4663, -1.2032], [3.3940, 0.2627, -1.8518], [3.3588, 0.7669, -3.6412], [4.6037, 0.5672, -0.8975], [5.7164, 1.2330, -1.4890], [4.5651, 0.1548, 0.6066], [5.8454, 0.5592, 1.5139], [6.8997, -0.6422, 1.5069], [7.4670, -0.9442, 2.5849], [3.3243, -0.5973, 1.2567], [3.2956, -0.9793, 2.6373], [4.2136, -1.9812, 2.8283], [3.9807, -2.5531, 3.8464], [2.1355, -0.8910, 0.3179], [0.7656, -1.5997, 0.8038], [0.7625, -2.5932, 1.5638], [-0.5808, -0.4868, -6.3830], [-1.8109, -0.9124, -7.6967], [-1.8859, -1.7798, -6.0382], [-3.6274, 0.4471, -6.5539], [-2.0623, 1.4219, -6.2433], [-3.3946, -0.6855, -4.1405], [-3.7343, 1.1194, -4.2489], [-0.7275, 0.3506, -4.1065], [-2.3517, 2.8941, -3.9259], [-1.2127, 2.6914, -2.3939], [-0.5337, 2.6456, -4.0951], [-6.6407, 2.8756, -1.3363], [-5.6748, 4.4894, -1.5472], [-5.8575, 3.3314, -2.9680], [-4.5856, -1.7759, 2.0518], [-4.8319, -1.6196, 0.2063], [-7.1074, -0.8269, 0.4270], [-7.8447, 0.0897, 3.0007], [-7.2714, 1.2422, 1.6851], [-6.0811, 0.7475, 3.0502], [-6.8056, -2.0136, 3.0632], [-0.3166, 0.1940, 3.3138], [-2.7122, 0.3768, 3.9639], [4.6257, 0.6069, -4.1825], [6.5608, 0.7677, -1.2980], [6.2449, 1.5340, 1.0326], [5.5004, 0.8480, 2.5791], [7.1155, -1.1489, 0.5015], [-1.3030, 1.7218, 4.6076], [-0.6644, 2.7397, 4.4888], [0.6704, 2.8283, 4.7201], [1.0851, 4.1937, 4.5938], [0.0295, 4.8516, 3.7371], [-1.2203, 4.0865, 4.1156], [1.1437, 4.6341, 5.5935], [2.0724, 4.2363, 4.1308], [-0.0482, 5.9278, 3.8999], [0.2546, 4.6862, 2.6786], [-1.7163, 4.5211, 4.9868], [-1.9129, 4.0072, 3.2775], [5.1669, -2.6456, 0.0153], [5.6572, -3.7468, -0.0147], [6.2851, -4.2707, -1.1017], [6.6484, -5.6295, -0.8307], [6.6942, -5.7358, 0.6756], [5.6285, -4.7503, 1.1050], [5.8930, -6.2869, -1.2714], [7.6160, -5.8487, -1.2857], [6.5267, -6.7504, 1.0409], [7.6708, -5.4028, 1.0414], [4.6388, -5.2116, 1.1447], [5.8740, -4.2821, 2.0583]], "lowdin_charge": [-0.127, -0.242, -0.205, -0.278, -0.076, -0.014, -0.057, -0.569, 0.634, -0.613, -0.139, 0.609, -0.155, -0.143, -0.143, -0.333, -0.052, -0.100, -0.161, 0.934, -0.311, -0.330, -0.015, 0.025, -0.263, 0.026, -0.027, -0.376, 0.740, -0.179, -0.036, -0.034, -0.095, -0.209, -0.005, -0.087, -0.036, -0.011, 0.082, 0.042, -0.255, 0.053, 0.068, 0.070, 0.084, 0.109, 0.112, 0.110, 0.078, 0.120, 0.080, 0.052, 0.083, 0.081, 0.073, 0.082, 0.122, 0.141, 0.143, 0.092, 0.079, 0.086, 0.094, 0.037, 0.030, -0.114, 0.114, 0.127, 0.134, 0.128, 0.095, -0.445, 0.046, -0.157, -0.161, -0.072, 0.131, 0.129, 0.121, 0.123, 0.139, 0.129, 0.094, -0.455, 0.034, -0.163, -0.161, -0.076, 0.130, 0.127, 0.121, 0.123, 0.141, 0.123]}

[2]
{"formula": "C35H40EuN10O5", "method": "wB97M-V/def2-TZVPD", "s_squared": 15.759, "molar_mass_g_mol": 832.73, "relative_energy_kj_mol": 0.0, "e_tot_ha": -2991.82906, "lumo_energy_ev": [-0.4, -0.4], "fmax_ha_per_bohr": 0.0581, "spin_multiplicity": 8, "species": ["Eu", "C", "C", "C", "C", "N", "C", "N", "C", "N", "C", "N", "C", "C", "C", "C", "C", "N", "C", "C", "C", "C", "C", "C", "H", "H", "H", "H", "H", "H", "H", "H", "H", "H", "H", "H", "N", "C", "C", "N", "C", "C", "N", "H", "H", "H", "H", "H", "H", "H", "H", "H", "H", "H", "H", "H", "O", "C", "C", "C", "C", "C", "C", "N", "H", "H", "H", "H", "H", "H", "H", "H", "H", "H", "H", "O", "C", "O", "C", "C", "C", "C", "C", "C", "N", "O", "O", "H", "H", "H", "H"], "coordinates": [[0.5012, -0.9021, 0.3835], [0.5617, -2.3748, -4.1781], [1.2745, -1.4331, -4.9184], [1.9087, -0.4213, -4.2556], [1.8498, -0.3192, -2.8245], [1.1371, -1.2662, -2.1135], [0.5481, -2.2444, -2.8021], [2.6284, 0.6047, -2.2552], [3.1268, 0.7003, -1.0809], [2.6858, 0.2221, 0.1447], [3.3273, 0.9611, 1.1132], [3.0917, 1.0543, 2.3992], [2.3433, 0.3040, 3.2416], [2.4910, 0.7314, 4.5819], [2.1622, -0.1112, 5.5951], [1.6341, -1.3738, 5.2712], [1.4471, -1.6475, 3.9395], [1.7325, -0.8541, 2.9030], [4.2767, 1.9260, 0.5049], [4.9625, 2.9768, 1.0449], [5.6055, 3.8805, 0.1531], [5.5062, 3.6713, -1.1899], [4.8649, 2.5432, -1.6993], [4.2304, 1.6537, -0.8570], [-0.0038, -3.1359, -4.6161], [1.2080, -1.4547, -6.0038], [2.5498, 0.3057, -4.7477], [0.0961, -3.0253, -2.2229], [2.9423, 1.7108, 4.7280], [2.3111, 0.1148, 6.6442], [1.4505, -2.1092, 5.9942], [1.0895, -2.6557, 3.6596], [4.9708, 3.1319, 2.1037], [6.2316, 4.6790, 0.5569], [5.9815, 4.3843, -1.8503], [4.7973, 2.4277, -2.7626], [3.1587, -3.5146, 0.6672], [2.7608, -4.6322, -0.2415], [1.3969, -5.2147, 0.1409], [0.4340, -4.2346, 0.5151], [-0.9060, -4.7556, 0.8496], [-1.8546, -3.7036, 1.5295], [-1.1471, -2.4949, 1.9249], [4.0706, -3.1242, 0.3889], [3.2777, -3.9153, 1.6169], [3.4836, -5.4314, -0.2089], [2.6934, -4.2540, -1.2736], [1.5673, -5.9500, 0.9420], [1.0471, -5.7870, -0.7415], [0.7430, -3.5795, 1.2241], [-0.8130, -5.6591, 1.5124], [-1.3987, -5.0448, -0.1084], [-2.2613, -4.2672, 2.3872], [-2.7256, -3.4942, 0.8699], [-0.5683, -2.7084, 2.7088], [-1.8020, -1.7799, 2.3067], [-1.5821, -0.7165, -0.8312], [-2.3624, -0.1714, -1.6732], [-3.6838, -0.8072, -2.0086], [-4.8357, 0.1186, -1.5981], [-4.9761, 1.3702, -2.5332], [-3.9980, 1.4215, -3.7315], [-2.5982, 1.8043, -3.3087], [-1.9675, 0.9762, -2.2552], [-3.7004, -1.7506, -1.4507], [-3.6985, -1.0927, -3.0780], [-4.7845, 0.4208, -0.5537], [-5.7335, -0.5224, -1.6910], [-4.9253, 2.2912, -1.9299], [-5.9904, 1.3465, -2.9452], [-4.3046, 2.2030, -4.4236], [-4.0272, 0.4678, -4.2894], [-2.5647, 2.8363, -2.9334], [-1.9110, 1.8038, -4.1636], [-1.1523, 1.4063, -1.8096], [-1.7101, 0.2739, 2.7813], [-1.2202, 1.2164, 2.1533], [-0.2129, 1.0791, 1.3366], [-1.7181, 2.6046, 2.1743], [-1.0561, 3.6111, 1.4000], [-1.7685, 4.7013, 0.9777], [-3.1345, 4.8171, 1.3807], [-3.7346, 3.9665, 2.3263], [-2.9783, 2.8886, 2.7729], [-4.0592, 5.5322, 0.5181], [-5.2217, 5.5068, 0.8248], [-3.4993, 6.0905, -0.4262], [-0.0779, 3.4420, 1.0106], [-1.3190, 5.4653, 0.3081], [-4.7698, 4.0801, 2.6061], [-3.4024, 2.2086, 3.4680]], "lowdin_spin": [7.015, 0.000, 0.002, 0.000, 0.002, -0.006, 0.002, 0.001, 0.003, -0.009, 0.001, 0.000, 0.001, 0.000, 0.001, 0.000, 0.001, -0.003, 0.000, 0.000, 0.000, 0.000, 0.000, 0.000, 0.000, 0.000, 0.000, 0.000, 0.000, 0.000, 0.000, 0.000, 0.000, 0.000, 0.000, 0.000, 0.001, 0.000, 0.000, 0.001, 0.000, 0.000, -0.005, 0.000, 0.000, 0.000, 0.000, 0.000, 0.000, 0.000, 0.000, 0.000, 0.000, 0.000, 0.000, 0.000, -0.007, 0.002, 0.000, 0.000, 0.000, 0.000, 0.000, 0.002, 0.000, 0.000, 0.000, 0.000, 0.000, 0.000, 0.000, 0.000, 0.000, 0.000, 0.001, 0.002, 0.001, -0.012, -0.001, 0.000, 0.000, 0.000, 0.000, 0.000, 0.000, 0.000, 0.000, 0.000, 0.000, 0.000, 0.000]}